The following is a quantum chemistry calculation of a molecular structure, C19H22F4N2O3S2SeTi in a non-equilibrium geometry, from OMol25.

Total charge ... 0
DFT total energy ... -5519.21220 hartree
Relative energy (zero: lowest compared OMol25 entry of this formula, charge and spin) ... 26.2 kcal per mole
Lowest unoccupied orbital energy ... -0.64 eV

Element x y z (Å)
Ti  -0.3397  -0.3642  -1.0650
C  -3.3479  -0.2876  -1.9905
N  -2.0028  -0.2689  -2.5547
C  -1.8670  -1.4528  -3.5285
C  -1.7649  0.9982  -3.3928
C  -0.3124  1.0062  -3.7901
N  0.4465  0.5350  -2.5964
C  1.7243  1.1576  -2.3381
C  2.8948  0.4337  -2.3314
F  2.9352  -0.8398  -2.7980
C  4.0297  0.9857  -1.7299
F  5.2113  0.3416  -1.7070
C  3.9811  2.2199  -1.3122
C  2.8707  3.0339  -1.4366
F  2.8877  4.2599  -0.9065
C  1.7372  2.4685  -1.9867
F  0.6344  3.1937  -2.0715
H  -4.1792  -0.2993  -2.7705
H  -3.6288  0.6045  -1.4933
H  -3.4892  -1.0238  -1.2661
H  -2.6687  -1.4861  -4.2267
H  -1.7780  -2.4081  -3.0354
H  -0.8827  -1.3812  -4.0008
H  -2.0935  1.8417  -2.7381
H  -2.4024  1.1045  -4.2650
H  -0.0360  2.0417  -4.0408
H  -0.1254  0.3278  -4.6400
H  4.8168  2.5962  -0.7693
O  -1.5732  -1.4728  -0.0643
S  -0.9092  -2.8460  0.1328
O  -0.5814  -3.0647  1.4737
O  -1.5593  -3.8067  -0.6751
S  0.9128  -2.2576  -0.8292
C  -0.3549  -1.7501  5.9136
C  -0.0878  -0.9915  4.6300
C  1.0673  -1.1211  3.8610
C  1.2734  -0.4001  2.6956
C  2.5953  -0.2632  1.9586
C  0.1850  0.3537  2.2482
Se  0.3927  1.1773  0.5373
C  -1.0278  0.4388  2.9218
C  -2.2275  1.1149  2.2543
C  -1.0646  -0.1220  4.2228
H  -1.4261  -1.5416  6.1555
H  0.3187  -1.3414  6.6953
H  -0.3606  -2.8087  5.7341
H  1.9092  -1.7219  4.1957
H  2.6385  -0.8275  1.0057
H  3.3552  -0.6383  2.6484
H  2.8196  0.7889  1.7743
H  -2.9587  0.3757  1.8886
H  -1.9694  1.7441  1.4033
H  -2.6688  1.7079  3.0436
H  -1.9495  -0.0650  4.9560

Cartesian forces, eV/Å:
Ti 0.321 -0.594 -0.976
C -1.658 0.968 -1.997
N -0.202 -0.146 -2.069
C 1.626 0.537 1.325
C -0.684 -0.220 1.439
C 0.600 0.169 0.873
N 0.309 0.808 -0.242
C -1.574 -2.059 -1.257
C 0.813 -1.227 0.304
F -0.135 0.817 0.307
C -0.109 -3.221 -2.197
F -0.488 -0.301 0.143
C 0.233 3.842 1.819
C -0.171 -0.800 0.041
F -0.172 -0.076 -0.297
C 1.060 2.090 0.741
F -0.814 0.346 0.023
H 1.178 -0.590 0.485
H 0.513 1.369 0.702
H -0.022 -1.634 0.723
H -0.669 0.248 -0.607
H -0.487 -0.190 0.742
H -0.387 0.229 -0.244
H 0.818 -0.456 -0.284
H -0.356 -0.627 -0.251
H 0.079 -0.442 -0.159
H -0.004 0.485 0.159
H 0.654 0.425 0.097
O -0.772 -0.008 0.316
S 1.700 1.831 -1.908
O -0.139 -0.711 2.091
O -0.683 -0.970 -0.328
S -0.407 -0.450 -0.035
C -0.723 1.376 -0.181
C 0.282 -0.255 0.183
C 1.083 -0.039 0.015
C -0.348 0.798 -0.099
C 0.077 -0.878 0.769
C -0.445 -0.554 -0.410
Se 0.045 1.026 0.049
C -0.108 0.312 -0.032
C 0.234 -0.503 0.875
C -2.028 0.099 -0.230
H 0.948 -0.017 0.315
H -0.443 -0.890 -0.160
H 0.734 -0.581 0.257
H -0.219 -0.176 0.184
H -0.084 0.304 0.536
H 0.227 -0.107 -0.302
H -0.064 -0.112 -0.069
H 0.260 0.104 0.290
H 0.121 0.013 0.310
H -0.596 0.315 -0.058
H 1.077 0.325 -1.718

Here are the Löwdin charges for atoms 1 to 8, given in e: atom 1 (Ti): 0.52, atom 2 (C): -0.09, atom 3 (N): -0.29, atom 4 (C): -0.02, atom 5 (C): -0.15, atom 6 (C): -0.19, atom 7 (N): -0.14, atom 8 (C): -0.23